# 1
Here is C29H18Cl2KN5O2 as an isolated structure from the Open Molecules 2025 dataset. Energies are from ωB97M-V/def2-TZVPD.

Geometry as ORCA input:
```
! wB97M-V def2-TZVPD RIJCOSX def2/J DEFGRID3
* xyz 0 1
Cl -0.3487 2.6999 -3.0827
C -0.0926 -0.9851 1.3352
C -1.6920 -3.4089 -0.8343
C -0.9925 3.8794 -0.1797
C -2.2795 -4.4143 -0.0655
C -2.9620 -5.4580 -0.6547
H 1.8365 1.5702 5.4607
C 2.7898 1.8913 -1.4251
N 1.2070 4.6637 1.4230
C -2.4940 -4.5225 -2.8249
C 0.1273 -0.8241 3.8309
H -4.4270 -5.8065 -4.3503
Cl 4.5182 1.1831 0.6941
C -1.1775 4.7018 0.9571
K 3.3754 3.8558 2.5524
H 0.5082 -0.4741 5.9063
C 1.1190 0.8227 2.3617
N -0.3343 -1.3468 -0.8952
H -2.5684 -4.5461 -3.9020
H -1.2477 -2.7151 1.8267
C 3.2987 2.2576 -0.0378
H 2.4313 5.3195 -0.9849
C 1.3775 1.3152 1.0374
O -3.7594 -6.5763 -2.5380
N 2.1656 2.4818 0.8681
C 1.4131 1.0160 4.6280
C 3.7284 3.7367 -0.1468
H -0.1563 5.7206 2.5190
C 0.9627 0.6655 -0.0853
C 1.4042 3.7769 0.3480
H -0.4574 -1.7220 3.9973
C 0.3569 -0.3571 2.5254
N -0.8454 -2.1214 1.1265
C -0.9527 -2.2877 -0.2308
C 0.6567 -0.1420 4.8879
C -0.0466 5.0508 1.6677
C 0.2408 3.4194 -0.4865
C 1.3579 1.2649 -1.3913
C 2.1941 3.2584 -1.9044
C -3.0715 -5.5172 -2.0423
N 1.6393 1.4957 3.4274
H -2.1469 5.0859 1.2350
H -1.3592 -2.7001 -2.8140
C 0.2023 -0.5203 0.0731
H -1.8263 3.6419 -0.8329
H -4.4620 -7.5709 -4.1386
H 3.5336 1.4038 -2.0503
H -2.2093 -4.4015 1.0160
O 4.6360 4.2664 0.4504
C 0.7462 2.6941 -1.6745
C -3.8904 -6.6682 -3.9472
C -1.8108 -3.4797 -2.2141
H -3.4172 -6.2400 -0.0617
H 1.1739 0.5869 -2.2202
C 2.5149 4.2576 -0.7919
H 2.4257 3.5699 -2.9181
H -2.9137 -6.7476 -4.4296
*
```

## Properties
Frontier orbital gap = 6.2 eV
HOMO level = -6.23 eV

Table of natural (NBO) atomic charges, one value per atom, all in e:
1. Cl -0.0446
2. C 0.1663
3. C -0.1525
4. C -0.1443
5. C -0.1605
6. C -0.2580
7. H 0.1850
8. C -0.2580
9. N -0.6896
10. C -0.3261
11. C -0.1458
12. H 0.1793
13. Cl -0.0288
14. C -0.4361
15. K 0.9411
16. H 0.2220
17. C 0.1548
18. N -0.4591
19. H 0.2233
20. H 0.4148
21. C 0.0645
22. H 0.2550
23. C 0.2218
24. O -0.4869
25. N -0.6066
26. C 0.0511
27. C 0.5947
28. H 0.1761
29. C -0.0143
30. C 0.3532
31. H 0.2062
32. C -0.1142
33. N -0.5392
34. C 0.3881
35. C -0.2632
36. C 0.0899
37. C -0.1611
38. C -0.2624
39. C -0.2186
40. C 0.3153
41. N -0.4327
42. H 0.2125
43. H 0.2317
44. C 0.0975
45. H 0.2174
46. H 0.2028
47. H 0.2396
48. H 0.1942
49. O -0.5904
50. C 0.0215
51. C -0.2547
52. C -0.0791
53. H 0.2278
54. H 0.2594
55. C -0.4015
56. H 0.2422
57. H 0.1789



# 2
Here is C29H18F2FeN5O2 as an isolated structure from the Open Molecules 2025 dataset. Energies are from ωB97M-V/def2-TZVPD.

Geometry as ORCA input:
```
! wB97M-V def2-TZVPD RIJCOSX def2/J DEFGRID3
* xyz -1 5
C -1.8365 2.6484 -4.9168
C -0.5384 2.3670 -4.5179
H 0.3400 2.6489 -5.1255
C 4.5887 -0.2129 0.3252
C -2.5594 1.4758 -2.9549
H 1.1001 4.1039 2.6099
N 1.1249 0.7719 -1.6965
H 1.9528 2.4226 4.3629
C 3.5873 0.8837 -1.5930
H 5.4988 -0.4064 0.9077
C 0.1078 -1.7509 -0.1452
O -0.4013 -1.6331 3.5121
H -3.9110 2.3625 -4.3338
C 1.0410 -3.0036 1.5963
C -4.3068 -1.5354 2.5629
F 1.6195 -3.0659 2.8142
N -2.4216 -0.4388 0.7541
O 1.9649 1.6810 -3.6616
C -2.9634 -1.5762 2.8130
H -4.0749 0.2074 -0.3598
C -2.0319 -1.0273 1.8998
Fe -0.7785 0.3755 -0.6162
C 0.8206 3.0486 2.6278
N 0.9562 -0.6668 0.1516
H 1.7979 -4.9148 0.9258
H -5.0491 -1.9481 3.2469
H -0.3155 -2.7088 -2.1282
C 1.2550 -4.0106 0.6725
C -0.0121 0.4517 2.4203
H 3.6354 1.5147 -2.4913
H -5.7393 -0.7688 1.1112
H -0.3584 3.3099 0.8551
C 3.3825 -0.7602 0.6888
N -0.3634 1.3305 1.4534
C -0.3178 1.6495 -3.3433
C 2.2868 -0.4869 -0.1353
H 3.2697 -1.4113 1.5521
C -0.5264 -1.0349 2.3024
C 1.2395 2.1446 3.5897
C 0.1247 -2.7354 -1.1122
C 0.7128 -3.8812 -0.6029
C 1.0231 1.3789 -2.9031
C 2.3392 0.4054 -1.2269
H -2.5074 -2.0333 3.7012
C -4.6892 -0.8701 1.3972
C -3.7344 -0.3285 0.5396
C 0.0045 2.6027 1.5984
C 4.6827 0.5927 -0.8049
C 0.2785 -1.8944 1.2578
C -2.8543 2.2010 -4.1006
H -2.0350 3.2292 -5.8344
H 0.9976 0.0820 4.2680
N -1.3163 1.2350 -2.5380
H -3.3797 1.0360 -2.3693
H 5.6564 1.0157 -1.0787
F 0.8585 -4.9232 -1.4399
C 0.7746 0.8512 3.5122
*
```

## Properties
Frontier orbital gap (spin up / spin down) = 5.0 / 5.5 eV
Expectation value of S² = 6.15
HOMO level (spin up / spin down) = -2.69 / -3.25 eV

Table of natural (NBO) atomic charges, one value per atom, all in e:
1. C -0.1643
2. C -0.2125
3. H 0.2584
4. C -0.2392
5. C 0.0532
6. H 0.2082
7. N -0.7019
8. H 0.2081
9. C -0.2394
10. H 0.1960
11. C -0.0662
12. O -0.9037
13. H 0.2158
14. C 0.3838
15. C -0.1852
16. F -0.3170
17. N -0.5295
18. O -0.6906
19. C -0.2323
20. H 0.1730
21. C 0.2565
22. Fe 1.2203
23. C -0.2801
24. N -0.5309
25. H 0.2297
26. H 0.2092
27. H 0.2175
28. C -0.3414
29. C 0.2822
30. H 0.2507
31. H 0.2030
32. H 0.1831
33. C -0.2590
34. N -0.5279
35. C 0.1501
36. C 0.1861
37. H 0.2227
38. C 0.1791
39. C -0.1713
40. C -0.3160
41. C 0.3483
42. C 0.5687
43. C 0.1109
44. H 0.2810
45. C -0.2770
46. C 0.0363
47. C 0.0385
48. C -0.2451
49. C 0.0710
50. C -0.2731
51. H 0.2170
52. H 0.2682
53. N -0.5169
54. H 0.1948
55. H 0.1929
56. F -0.3496
57. C -0.2441



# 3
Here is C29H19BrCl7N4O5SW as an isolated structure from the Open Molecules 2025 dataset. Energies are from ωB97M-V/def2-TZVPD.

Geometry as ORCA input:
```
! wB97M-V def2-TZVPD RIJCOSX def2/J DEFGRID3
* xyz -1 1
Br -1.9200 -6.1404 -2.5650
Cl -5.0290 2.5327 0.9392
O 2.5217 1.8696 -1.5016
Cl 3.8132 -0.6446 -3.5424
C -0.1300 -2.5542 -0.2569
C -4.2596 2.8983 -1.6482
S -2.1692 -0.5188 -1.7671
H 1.0161 6.5972 2.6977
C 0.7507 5.8052 2.0062
C 1.2384 4.5346 2.2125
N -3.6635 -0.8905 0.4291
C -3.8444 2.6814 -0.3444
C -0.0860 6.0805 0.9180
H 5.1270 -4.6388 3.3640
H -0.0715 -3.9541 -3.3067
Cl -5.8784 3.4466 -1.9945
C 0.1199 3.7867 0.2543
H -1.0002 5.2294 -0.8349
H 1.8779 4.3327 3.0657
C 2.4390 -2.3355 1.6552
C -0.3191 -3.8017 -2.2657
H -2.7675 -0.8394 0.8995
H 3.0480 -0.9152 3.1125
Cl -3.8068 2.9349 -4.3315
O 2.0164 -4.1650 0.1589
H -0.4880 7.0724 0.7585
H 0.8619 -2.0049 -2.0634
C -1.1879 -4.6666 -1.6151
C 3.2127 -1.9198 2.7537
C 0.9211 3.4489 1.3586
H 4.7108 -2.3187 4.2163
C 2.6791 -3.6441 1.2208
N 1.8207 -0.0692 1.4236
H -4.7212 0.0588 -2.3991
C 1.5277 -1.2505 1.0991
H 3.8024 -5.4476 1.4484
Cl -1.9640 1.6951 1.4399
O 1.2309 0.0158 -1.7244
C -1.5482 -4.4707 -0.2948
C -2.5156 2.5726 -0.0273
C -1.4936 2.3591 -1.0414
H 3.3772 -1.1889 -1.3126
O -0.1261 2.8207 -0.7151
C -3.2680 2.8353 -2.6791
W -0.3245 0.6953 -0.3663
C 3.6420 -4.4481 1.8417
H -2.2377 -5.1449 0.1938
C -3.6131 -0.5965 -0.8687
C 1.4188 2.1538 1.6763
C 4.1558 -2.7116 3.3745
C -1.0095 -3.3886 0.3885
C 3.5762 -0.2489 -1.8127
H -1.2678 -3.1998 1.4232
C -0.3800 5.0582 0.0365
O 0.3014 -1.4274 0.4587
H -4.4744 -0.6225 0.9645
Cl 5.0520 0.4167 -1.1056
H 2.1344 2.0455 2.4795
N -4.7821 -0.4019 -1.5048
H -5.6170 -0.2233 -0.9702
C 4.3809 -3.9992 2.9102
H 2.3428 -5.0540 -0.0139
Cl -0.8229 2.2730 -3.6809
C 2.3544 0.6921 -1.6712
C -1.9575 2.6147 -2.4134
C 0.2135 -2.7246 -1.5791
N 1.0598 1.0123 1.0387
*
```

## Properties
Frontier orbital gap (spin up / spin down) = 4.7 / 4.7 eV
HOMO level (spin up / spin down) = -2.71 / -2.71 eV

Table of natural (NBO) atomic charges, one value per atom, all in e:
1. Br 0.0306
2. Cl -0.0340
3. O -0.5830
4. Cl -0.0413
5. C 0.3892
6. C -0.2723
7. S -0.1309
8. H 0.1981
9. C -0.2276
10. C -0.2073
11. N -0.7809
12. C -0.0365
13. C -0.2655
14. H 0.2107
15. H 0.2293
16. Cl -0.0303
17. C 0.2482
18. H 0.2236
19. H 0.1972
20. C -0.1959
21. C -0.2193
22. H 0.4282
23. H 0.2455
24. Cl -0.0022
25. O -0.6820
26. H 0.2022
27. H 0.2787
28. C -0.0851
29. C -0.1270
30. C -0.0979
31. H 0.2142
32. C 0.3989
33. N -0.2898
34. H 0.4263
35. C 0.4818
36. H 0.1978
37. Cl 0.0510
38. O -0.8028
39. C -0.2415
40. C -0.1925
41. C -0.0150
42. H 0.2191
43. O -0.5302
44. C -0.0527
45. W 0.9806
46. C -0.3089
47. H 0.2246
48. C 0.3553
49. C -0.1554
50. C -0.2573
51. C -0.2507
52. C -0.2925
53. H 0.2250
54. C -0.2202
55. O -0.5495
56. H 0.3940
57. Cl -0.0096
58. H 0.1905
59. N -0.7771
60. H 0.3918
61. C -0.1830
62. H 0.4829
63. Cl 0.0208
64. C 0.7401
65. C -0.1269
66. C -0.2333
67. N -0.3684



# 4
Here is C29H19CuF5N3O2S as an isolated structure from the Open Molecules 2025 dataset. Energies are from ωB97M-V/def2-TZVPD.

Geometry as ORCA input:
```
! wB97M-V def2-TZVPD RIJCOSX def2/J DEFGRID3
* xyz 1 2
N 0.2652 2.1631 -0.3489
H -2.8892 -3.7953 -2.1178
C 2.6165 2.7513 -1.0384
C -0.3072 -3.6463 -1.5742
H -3.2919 -4.1771 -0.4274
S -0.4923 -0.0599 2.1334
C -1.3860 -3.0531 -0.6858
H 5.3090 4.2796 -2.4155
H -1.3613 -5.4977 -1.8555
C -0.3874 -0.1645 6.6410
N -2.0102 0.9529 -0.7794
H 2.2474 0.6421 -1.1207
C 1.8594 -3.5283 -2.6356
C 1.6912 -4.8092 -3.1383
C -0.0226 -1.2473 4.5383
C 4.9026 2.1802 -2.5366
Cu -0.1019 0.0806 -0.6780
H -1.1833 -3.3655 0.3449
C 4.6326 3.4805 -2.1423
C 0.8684 -2.9563 -1.8544
C 0.5315 -5.5109 -2.8524
F -0.3786 -0.2015 7.9508
F -1.1465 2.1469 3.9990
H 1.0653 4.8627 -1.4173
F 0.3353 -2.3222 3.8639
H 2.4631 -5.2595 -3.7478
C -2.1150 2.2541 -0.5971
C -2.8289 -3.4488 -1.0860
C 0.7757 4.4590 -0.4472
C -0.4184 -0.0894 3.8406
N -1.4525 -1.5849 -0.6840
C 1.4084 3.0719 -0.1759
C -0.0091 -1.2895 5.9148
H 0.3978 -6.5138 -3.2360
H 2.7645 -2.9753 -2.8509
H -5.4636 2.5098 -0.4258
F 0.3594 -2.3919 6.5489
O -0.6498 4.1997 -0.4819
C -2.6788 -1.2511 -0.8342
O -3.5776 -2.2103 -0.9910
C -3.0727 0.1710 -0.7774
C 4.0360 1.1605 -2.1752
C -4.4814 2.0663 -0.5153
H 4.2432 0.1405 -2.4723
H 1.7186 3.0053 0.8729
H -3.4120 3.9425 -0.3209
C 2.9057 1.4463 -1.4269
H 1.0147 -1.9657 -1.4414
H 3.3056 4.7868 -1.0908
H 0.9661 5.1951 0.3279
C 3.4986 3.7644 -1.3957
F -1.1306 2.0672 6.6839
C -4.3543 0.6887 -0.6567
H 5.7878 1.9613 -3.1185
C -0.7846 2.8835 -0.4838
C -3.3504 2.8730 -0.4667
C -0.4612 -4.9343 -2.0742
C -0.7747 1.0003 5.9843
C -0.7838 1.0327 4.6085
H -5.2116 0.0298 -0.6612
*
```

## Properties
Frontier orbital gap (spin up / spin down) = 8.1 / 6.3 eV
Expectation value of S² = 0.77
HOMO level (spin up / spin down) = -11.42 / -11.45 eV

Table of natural (NBO) atomic charges, one value per atom, all in e:
1. N -0.5683
2. H 0.2071
3. C 0.0441
4. C -0.0549
5. H 0.2152
6. S 0.0791
7. C -0.1145
8. H 0.2243
9. H 0.2104
10. C 0.3398
11. N -0.4714
12. H 0.1844
13. C -0.2140
14. C -0.1998
15. C 0.3652
16. C -0.2039
17. Cu 0.8760
18. H 0.2257
19. C -0.1770
20. C -0.1436
21. C -0.1903
22. F -0.2527
23. F -0.2761
24. H 0.2069
25. F -0.2716
26. H 0.2259
27. C 0.1379
28. C -0.0875
29. C -0.0878
30. C -0.3612
31. N -0.5670
32. C -0.1308
33. C 0.2917
34. H 0.2256
35. H 0.2186
36. H 0.2434
37. F -0.2755
38. O -0.4494
39. C 0.5667
40. O -0.4507
41. C 0.1341
42. C -0.1962
43. C -0.1441
44. H 0.2194
45. H 0.2215
46. H 0.2512
47. C -0.2216
48. H 0.1757
49. H 0.2117
50. H 0.2153
51. C -0.2475
52. F -0.2690
53. C -0.1798
54. H 0.2261
55. C 0.5703
56. C -0.1782
57. C -0.2094
58. C 0.2566
59. C 0.3731
60. H 0.2508